A single C24H30N2O2 molecule, computed with ωB97M-V with the def2-TZVPD basis set.

Element x y z (Å)
O -1.0297 0.8460 5.6909
C -0.1101 0.7586 4.8969
C -0.2761 0.1581 3.5362
C -1.1116 0.7697 2.6071
C -1.3045 0.2063 1.3652
C -0.6836 -0.9985 1.0234
O -0.9692 -1.4614 -0.2184
C -0.3281 -2.6203 -0.7265
C -1.1201 -3.0568 -1.9596
C -1.0127 -1.9966 -3.0534
N 0.3816 -1.8077 -3.4043
C 0.6236 -1.1137 -4.6463
C 0.4079 0.4196 -4.6745
C -1.0083 0.8338 -4.4031
C -1.3421 1.5374 -3.2517
C -2.6530 1.8977 -2.9967
C -3.6524 1.5622 -3.8937
C -3.3299 0.8749 -5.0515
C -2.0183 0.5179 -5.3051
C 1.1331 -1.3022 -2.2745
C 1.1176 -2.3292 -1.1443
C 0.1349 -1.6223 1.9607
C 0.3314 -1.0432 3.2025
N 1.1372 1.1857 5.1895
C 2.2291 1.3263 4.2425
C 3.3197 2.0581 5.0287
C 2.5309 2.8487 6.0715
C 1.4197 1.8722 6.4384
H -1.6091 1.6918 2.8677
H -1.9466 0.6719 0.6338
H -0.3556 -3.4220 0.0266
H -0.7132 -4.0018 -2.3197
H -2.1670 -3.1975 -1.6897
H -1.5537 -2.3298 -3.9420
H -1.4821 -1.0718 -2.6882
H 1.6677 -1.3043 -4.9203
H -0.0116 -1.5778 -5.4047
H 1.0771 0.8896 -3.9518
H 0.6988 0.7614 -5.6715
H -0.5679 1.8031 -2.5446
H -2.8952 2.4421 -2.0953
H -4.6769 1.8397 -3.6941
H -4.1035 0.6188 -5.7610
H -1.7724 -0.0115 -6.2150
H 2.1635 -1.1240 -2.5932
H 0.7149 -0.3570 -1.8893
H 1.5737 -3.2585 -1.4865
H 1.6903 -1.9445 -0.2986
H 0.6157 -2.5634 1.7434
H 0.9531 -1.5496 3.9272
H 2.5697 0.3529 3.8811
H 1.9014 1.9130 3.3757
H 3.9306 2.6910 4.3883
H 3.9689 1.3368 5.5263
H 3.1346 3.1353 6.9295
H 2.1080 3.7477 5.6217
H 0.5083 2.3469 6.8054
H 1.7612 1.1501 7.1894

Values from the calculation:
SMILES   O=C(c1ccc(OC2CCN(CCc3ccccc3)CC2)cc1)N1CCCC1
Energy above the lowest of the compared OMol25 structures with the same formula, charge and spin   0.00 kJ/mol
HOMO level   -8.15 eV
Gap between HOMO and LUMO   8.820 eV
LUMO   0.670 eV